The following is a DFT calculation (the ωB97M-V functional and the def2-TZVPD basis) of a structure of composition C20H15ClN5OV.

Structure (XYZ):
```
43
Properties=species:S:1:pos:R:3:lowdin_spin:R:1
V 0.2468 0.7358 1.3595 2.7659
Cl 3.2102 5.8887 -2.8475 -0.0003
C 2.4831 4.8978 -1.6290 0.0008
C 2.6224 5.2435 -0.2785 0.0065
C 2.0446 4.4741 0.6987 -0.0006
C 1.3161 3.3076 0.3903 0.0141
O 0.7720 2.6243 1.3684 0.0315
C 1.1913 2.9607 -0.9855 0.0049
C 0.4219 1.8448 -1.4377 0.0298
N 0.0086 0.8772 -0.6845 -0.0044
C -0.9216 -0.0731 -1.1500 0.0028
C -0.9753 -0.5943 -2.4159 0.0026
C -2.0050 -1.4850 -2.7800 -0.0016
C -2.9759 -1.8361 -1.8854 0.0017
C -2.9297 -1.3408 -0.5613 0.0005
C -3.9042 -1.6499 0.4153 0.0165
C -3.7837 -1.1415 1.6781 -0.0007
C -2.6587 -0.3607 1.9898 0.0233
N -1.7290 -0.0506 1.1110 0.0132
C -1.8725 -0.4918 -0.1804 0.0080
C 1.7653 3.7887 -1.9754 0.0044
H 3.1816 6.1310 -0.0144 0.0003
H 2.1336 4.7493 1.7408 -0.0001
H 0.1379 1.8493 -2.4907 0.0004
H -0.2293 -0.3151 -3.1488 0.0002
H -2.0244 -1.8764 -3.7877 -0.0001
H -3.7855 -2.4950 -2.1704 0.0001
H -4.7400 -2.2830 0.1449 0.0008
H -4.5158 -1.3417 2.4466 -0.0004
H -2.5148 0.0030 3.0007 0.0024
H 1.6428 3.5338 -3.0206 0.0001
N 0.5677 -4.8637 1.6125 -0.0026
C 1.1768 -3.6635 1.4995 0.0001
C 0.4537 -2.4562 1.5865 0.0148
N 1.0642 -1.2911 1.4476 0.0215
C 2.3870 -1.2836 1.2198 0.0246
C 3.0802 -2.4763 1.1293 0.0002
N 2.4890 -3.6539 1.2661 0.0132
H -0.3857 -4.9419 1.9132 -0.0001
H 1.1449 -5.6871 1.6223 -0.0001
H -0.6156 -2.4501 1.7585 0.0007
H 2.8787 -0.3256 1.1032 0.0057
H 4.1465 -2.4816 0.9411 -0.0004
```

Values from the calculation:
F_max (eV/A): 0.74
Charge: +1
Calculated total energy (eV): -68688.1777
LUMO level (spin up / spin down) (eV): -3.6 / -3.7
Spin multiplicity: 4
Frontier orbital gap (spin up / spin down) (eV): 6.8 / 7.0
⟨S²⟩: 3.760
Highest occupied orbital energy (spin up / spin down) (eV): -10.430 / -10.690